1.
{
  "formula": "C42H57N3O3",
  "method": "ωB97M-V/def2-TZVPD",
  "symbols": ["C", "C", "O", "C", "C", "C", "O", "C", "C", "C", "C", "C", "C", "C", "C", "C", "C", "O", "H", "H", "H", "H", "H", "H", "H", "H", "H", "H", "H", "H", "H", "H", "H", "H", "H", "H", "H", "H", "H", "H", "H", "H", "H", "C", "N", "C", "C", "C", "C", "C", "C", "C", "C", "C", "C", "C", "C", "N", "C", "C", "C", "C", "C", "C", "C", "C", "N", "C", "C", "C", "C", "C", "C", "H", "H", "H", "H", "H", "H", "H", "H", "H", "H", "H", "H", "H", "H", "H", "H", "H", "H", "H", "H", "H", "H", "H", "H", "H", "H", "H", "H", "H", "H", "H", "H"],
  "xyz": [[1.919, 3.338, -0.822], [0.493, 3.578, -1.238], [-0.312, 3.061, -0.161], [-1.594, 3.475, -0.191], [-2.263, 3.143, 1.056], [-3.461, 3.817, 1.480], [-4.225, 3.286, 2.312], [-3.846, 5.200, 0.954], [-4.577, 5.085, -0.366], [-5.860, 4.237, -0.297], [-5.752, 2.886, -1.035], [-5.956, 1.619, -0.185], [-5.083, 0.424, -0.598], [-3.600, 0.598, -0.255], [-3.278, 0.333, 1.216], [-1.831, 0.691, 1.579], [-1.624, 2.159, 1.972], [-2.048, 4.015, -1.204], [2.599, 3.512, -1.658], [2.185, 4.022, -0.007], [2.059, 2.310, -0.474], [0.279, 4.647, -1.370], [0.209, 3.046, -2.154], [-4.504, 5.663, 1.701], [-2.939, 5.799, 0.822], [-4.828, 6.089, -0.731], [-3.854, 4.662, -1.080], [-6.140, 4.096, 0.757], [-6.653, 4.829, -0.780], [-6.520, 2.886, -1.825], [-4.786, 2.838, -1.556], [-5.776, 1.846, 0.876], [-7.010, 1.317, -0.270], [-5.467, -0.472, -0.097], [-5.167, 0.250, -1.677], [-2.997, -0.091, -0.870], [-3.264, 1.613, -0.528], [-3.975, 0.884, 1.868], [-3.430, -0.742, 1.408], [-1.525, 0.082, 2.439], [-1.164, 0.448, 0.740], [-0.551, 2.378, 2.033], [-2.082, 2.320, 2.957], [4.868, 2.906, -5.398], [3.473, 2.524, -5.355], [2.625, 3.061, -6.400], [3.006, 1.631, -4.438], [1.619, 1.324, -4.375], [1.091, 0.668, -3.282], [1.925, 0.219, -2.220], [1.350, -0.374, -1.042], [2.148, -0.911, -0.035], [1.897, -2.029, 0.806], [2.734, -2.170, 1.995], [3.481, -1.071, 2.506], [4.278, -1.186, 3.630], [4.277, -2.381, 4.398], [4.935, -2.448, 5.590], [4.701, -3.519, 6.539], [5.917, -1.459, 6.000], [3.545, -3.493, 3.893], [2.871, -3.403, 2.688], [0.893, -3.040, 0.442], [0.582, -3.360, -0.903], [-0.336, -4.344, -1.235], [-1.005, -5.089, -0.230], [-1.825, -6.142, -0.533], [-2.313, -7.029, 0.500], [-2.478, -6.328, -1.814], [-0.732, -4.749, 1.121], [0.177, -3.755, 1.437], [3.337, 0.300, -2.424], [3.865, 1.042, -3.466], [5.529, 2.043, -5.573], [4.993, 3.615, -6.222], [5.183, 3.396, -4.464], [1.666, 3.407, -5.998], [3.146, 3.898, -6.872], [2.424, 2.308, -7.176], [0.970, 1.628, -5.194], [0.020, 0.459, -3.231], [0.264, -0.480, -0.996], [3.098, -0.389, 0.118], [3.398, -0.087, 2.045], [4.868, -0.334, 3.965], [3.678, -3.902, 6.445], [5.408, -4.352, 6.396], [4.842, -3.127, 7.554], [6.376, -0.976, 5.128], [5.463, -0.681, 6.637], [6.692, -1.966, 6.591], [3.514, -4.423, 4.457], [2.411, -4.303, 2.285], [1.112, -2.849, -1.703], [-0.517, -4.585, -2.278], [-1.501, -7.299, 1.185], [-3.127, -6.561, 1.074], [-2.702, -7.931, 0.015], [-2.003, -5.733, -2.598], [-2.436, -7.394, -2.083], [-3.544, -6.050, -1.745], [-1.237, -5.283, 1.924], [0.349, -3.528, 2.489], [4.008, -0.240, -1.753], [4.946, 1.145, -3.559]],
  "atomic_forces_ev_per_a": [[0.3, 0.1, 0.1], [-0.6, -0.4, 0.4], [1.8, 0.0, -0.9], [-2.0, 0.1, 1.9], [0.1, 1.6, -1.4], [0.1, -0.8, -0.2], [0.0, 0.3, 0.4], [0.3, -0.3, 0.1], [-0.1, 0.2, -0.6], [-0.1, 0.3, -0.2], [-0.2, -0.1, -0.2], [-0.1, -0.1, 0.1], [0.1, 0.2, 0.0], [0.0, 0.2, -0.1], [0.0, -0.1, 0.0], [0.0, 0.0, 0.4], [-0.3, -0.1, 0.2], [0.7, 0.0, -0.1], [0.1, 0.0, 0.0], [0.0, -0.2, -0.1], [0.0, 0.2, 0.0], [0.0, -0.3, -0.1], [0.2, 0.2, 0.0], [0.2, -0.1, 0.0], [-0.2, 0.0, 0.0], [0.0, 0.0, 0.1], [-0.6, 0.2, 0.2], [0.0, -0.1, -0.3], [0.0, -0.2, 0.3], [0.3, -0.1, 0.0], [-0.1, 0.0, 0.2], [0.0, 0.0, -0.2], [0.1, 0.0, 0.2], [0.1, -0.1, -0.1], [-0.2, 0.0, 0.0], [-0.1, 0.0, 0.1], [-0.2, -0.4, 0.1], [0.3, -0.1, -0.2], [-0.1, 0.1, 0.0], [0.1, -0.1, -0.1], [0.0, -0.1, 0.0], [-0.1, -0.2, 0.2], [0.2, -0.1, -0.1], [0.4, -0.1, 0.2], [0.0, -0.3, 0.1], [-0.3, -0.1, -0.2], [-0.2, 0.6, 0.2], [-0.1, -0.2, -0.1], [0.3, 0.0, 0.2], [-0.1, 0.0, 0.1], [0.6, -0.9, -0.7], [0.0, 0.0, 0.4], [-0.1, 0.7, -0.3], [0.2, -0.2, 0.1], [0.0, -0.3, 0.3], [-0.2, -0.1, -0.3], [-0.1, -0.1, 0.0], [0.0, 0.0, -0.2], [0.0, -0.2, 0.0], [-0.1, 0.2, 0.1], [0.0, 0.2, -0.1], [-0.1, 0.4, 0.2], [-0.2, 0.2, 0.4], [-0.2, 0.0, 0.1], [0.1, 0.2, 0.2], [0.2, 0.0, -0.1], [0.2, 0.1, -0.1], [-0.1, 0.2, 0.2], [-0.1, 0.0, -0.1], [0.2, 0.1, 0.0], [0.1, -0.3, -0.2], [-0.3, 0.4, -0.2], [-0.1, -0.4, 0.2], [-0.1, 0.2, 0.0], [0.1, -0.2, 0.3], [-0.1, -0.1, -0.2], [0.2, 0.1, -0.1], [-0.3, -0.1, 0.1], [0.0, 0.1, 0.1], [0.1, -0.1, 0.4], [0.3, 0.3, 0.0], [0.2, -0.2, -0.1], [-0.2, -0.5, -0.2], [0.0, -0.3, 0.1], [-0.4, -0.2, -0.1], [0.3, 0.1, 0.1], [-0.2, 0.1, 0.0], [-0.1, -0.1, -0.2], [0.0, -0.2, 0.3], [0.1, -0.1, -0.2], [-0.1, 0.2, -0.3], [0.2, 0.2, -0.3], [0.1, 0.2, 0.1], [0.0, -0.1, 0.1], [0.2, 0.2, 0.2], [-0.2, 0.0, -0.1], [0.1, -0.2, 0.0], [0.1, 0.2, 0.2], [-0.2, -0.2, 0.2], [0.1, 0.3, -0.1], [0.3, 0.0, -0.1], [0.1, 0.3, -0.2], [-0.2, 0.1, -0.3], [-0.2, 0.4, -0.2], [-0.3, -0.1, 0.0]],
  "lowdin_charge": [-0.069, -0.228, -0.049, -0.493, -0.151, -0.397, -0.038, -0.134, -0.217, -0.189, -0.192, -0.206, -0.217, -0.214, -0.204, -0.201, -0.180, 0.006, 0.068, 0.083, 0.056, 0.126, 0.104, 0.114, 0.111, 0.101, 0.075, 0.104, 0.095, 0.099, 0.100, 0.096, 0.102, 0.100, 0.101, 0.101, 0.094, 0.108, 0.101, 0.094, 0.082, 0.101, 0.113, -0.055, -0.175, -0.049, -0.210, -0.010, -0.011, -0.234, 0.021, -0.045, -0.061, -0.168, -0.004, -0.004, -0.212, -0.190, -0.058, -0.054, -0.007, -0.023, -0.163, -0.010, 0.000, -0.207, -0.192, -0.064, -0.047, -0.003, -0.022, -0.009, -0.007, 0.095, 0.084, 0.100, 0.092, 0.086, 0.102, 0.104, 0.133, 0.128, 0.099, 0.116, 0.102, 0.086, 0.100, 0.093, 0.083, 0.102, 0.093, 0.101, 0.115, 0.116, 0.097, 0.092, 0.102, 0.088, 0.073, 0.092, 0.103, 0.103, 0.121, 0.117, 0.102],
  "gap_ha": 0.091,
  "energy_ev": -55088.078,
  "relative_energy_kj_mol": 0.0
}

---

2.
{
  "formula": "C42H58As3F18N8O2",
  "method": "ωB97M-V/def2-TZVPD",
  "symbols": ["C", "C", "O", "N", "H", "H", "C", "H", "H", "H", "H", "H", "H", "C", "C", "O", "N", "H", "H", "C", "H", "H", "H", "H", "H", "H", "C", "N", "C", "C", "C", "C", "C", "C", "C", "C", "N", "C", "C", "C", "H", "H", "H", "H", "H", "H", "H", "H", "H", "H", "H", "H", "H", "H", "C", "N", "C", "C", "C", "C", "C", "C", "C", "C", "N", "C", "C", "C", "H", "H", "H", "H", "H", "H", "H", "H", "H", "H", "H", "H", "H", "H", "C", "N", "C", "C", "C", "C", "C", "C", "C", "C", "N", "C", "C", "C", "H", "H", "H", "H", "H", "H", "H", "H", "H", "H", "H", "H", "H", "H", "As", "F", "F", "F", "F", "F", "F", "As", "F", "F", "F", "F", "F", "F", "As", "F", "F", "F", "F", "F", "F"],
  "xyz": [[10.223, -4.472, 27.427], [9.275, -3.724, 28.327], [9.500, -2.782, 29.064], [7.846, -4.313, 28.385], [7.802, -4.833, 27.521], [7.776, -4.776, 29.280], [6.806, -3.189, 28.238], [10.218, -5.527, 27.700], [11.198, -4.016, 27.598], [9.956, -4.448, 26.371], [5.837, -3.680, 28.329], [6.905, -2.737, 27.251], [6.957, -2.360, 28.928], [9.054, -2.565, 21.931], [10.081, -2.310, 20.839], [11.204, -2.008, 21.149], [9.610, -2.409, 19.375], [9.441, -3.354, 19.062], [8.755, -1.882, 19.270], [10.695, -1.637, 18.476], [8.466, -3.460, 21.729], [8.312, -1.766, 21.931], [9.474, -2.625, 22.935], [10.800, -0.657, 18.942], [10.325, -1.583, 17.452], [11.581, -2.269, 18.410], [2.919, -4.115, 22.334], [3.127, -5.125, 23.410], [2.693, -4.796, 24.713], [2.854, -5.733, 25.742], [3.417, -6.954, 25.493], [3.687, -7.254, 24.159], [3.555, -6.350, 23.092], [3.483, -7.963, 26.623], [4.662, -8.566, 26.952], [4.721, -9.590, 27.929], [3.578, -9.951, 28.569], [2.398, -9.341, 28.296], [2.310, -8.395, 27.293], [3.615, -10.973, 29.617], [1.838, -3.975, 22.336], [3.189, -4.417, 21.322], [3.353, -3.158, 22.622], [2.288, -3.800, 24.813], [2.589, -5.505, 26.763], [4.044, -8.260, 23.992], [3.786, -6.527, 22.052], [5.536, -8.179, 26.449], [5.626, -10.122, 28.180], [1.525, -9.571, 28.890], [1.362, -7.899, 27.146], [3.279, -10.407, 30.486], [4.631, -11.336, 29.769], [2.839, -11.710, 29.411], [7.759, -8.513, 21.212], [8.863, -9.494, 21.029], [9.390, -9.778, 19.770], [10.443, -10.600, 19.635], [11.058, -11.144, 20.722], [10.467, -10.939, 21.968], [9.423, -10.059, 22.150], [12.256, -12.043, 20.611], [13.478, -11.720, 20.037], [14.490, -12.693, 20.169], [14.379, -13.828, 20.840], [13.157, -14.233, 21.239], [12.104, -13.320, 21.128], [15.551, -14.685, 20.986], [7.529, -8.466, 22.276], [6.939, -8.816, 20.561], [8.158, -7.533, 20.951], [8.910, -9.365, 18.896], [10.953, -10.763, 18.697], [10.926, -11.302, 22.876], [9.083, -9.776, 23.135], [13.666, -10.835, 19.447], [15.480, -12.589, 19.749], [13.191, -15.158, 21.795], [11.185, -13.684, 21.563], [15.725, -15.200, 20.042], [15.454, -15.498, 21.706], [16.349, -13.989, 21.245], [15.339, -14.840, 32.540], [14.601, -14.137, 31.544], [14.195, -14.768, 30.422], [13.315, -14.075, 29.624], [12.871, -12.748, 29.955], [13.253, -12.242, 31.166], [14.123, -12.947, 31.913], [11.996, -12.033, 28.945], [10.845, -12.619, 28.381], [10.058, -11.895, 27.526], [10.265, -10.571, 27.352], [11.432, -9.966, 27.821], [12.309, -10.662, 28.697], [9.137, -9.735, 26.947], [15.028, -15.883, 32.581], [14.996, -14.469, 33.506], [16.414, -14.705, 32.420], [14.614, -15.734, 30.182], [12.976, -14.585, 28.735], [12.961, -11.248, 31.471], [14.627, -12.465, 32.739], [10.528, -13.633, 28.576], [9.137, -12.311, 27.146], [11.549, -8.908, 27.637], [13.134, -10.153, 29.174], [8.254, -10.040, 27.508], [9.020, -9.621, 25.869], [9.304, -8.730, 27.335], [5.895, -3.392, 19.407], [6.188, -3.957, 21.084], [7.505, -4.055, 18.840], [5.623, -2.707, 17.785], [4.400, -2.663, 20.119], [6.788, -1.906, 19.868], [4.971, -4.883, 18.974], [13.220, -9.104, 24.724], [13.643, -9.133, 26.529], [14.697, -10.095, 24.539], [12.851, -9.214, 22.970], [11.799, -8.151, 25.221], [14.051, -7.518, 24.504], [12.233, -10.644, 24.925], [7.884, -6.188, 24.356], [6.559, -7.372, 24.314], [7.944, -6.177, 26.180], [9.250, -4.979, 24.273], [7.760, -5.995, 22.579], [6.577, -4.905, 24.512], [9.095, -7.462, 24.292]],
  "atomic_forces_ev_per_a": [[-0.1, 0.5, 0.6], [1.3, 2.3, 1.9], [-0.8, -2.5, -2.1], [0.4, 2.9, -0.8], [-0.5, -1.5, 0.0], [-0.3, -0.6, 0.0], [0.1, -0.3, -0.1], [0.1, -0.1, 0.1], [0.0, -0.2, -0.2], [-0.2, 0.3, 0.0], [0.0, 0.3, 0.1], [0.1, -0.4, -0.1], [0.1, -0.6, 0.4], [-0.7, -0.2, -0.9], [0.9, 0.0, 2.8], [-1.4, -0.4, -2.0], [3.0, 2.3, -0.4], [-0.3, -0.4, 0.0], [-1.0, -0.1, 0.2], [-1.2, -1.4, 0.2], [0.0, -0.1, -0.1], [0.0, 0.2, -0.2], [0.5, 0.0, -0.5], [0.3, -0.3, -0.2], [-0.4, 0.2, 0.3], [0.1, 0.4, 0.6], [-1.2, 0.5, 0.4], [-0.9, 0.5, 1.2], [1.4, -1.5, -1.5], [-0.4, 2.0, -0.3], [-0.6, -0.6, -0.7], [0.7, -1.0, 0.0], [0.0, 0.2, 2.0], [-1.4, -0.3, -0.7], [1.0, -0.8, 0.9], [-1.3, 1.0, -0.8], [0.8, 0.5, -1.1], [0.4, 0.6, -0.7], [0.7, 0.6, 0.4], [-0.7, 0.7, 0.7], [-0.1, 0.2, -0.2], [0.5, -0.3, 0.4], [0.4, -0.3, -0.2], [0.0, 0.0, 0.1], [-0.3, 0.5, -0.1], [0.1, 0.0, -0.5], [0.1, -0.2, 0.1], [0.5, -0.4, 0.1], [0.0, 0.0, 0.1], [0.1, -0.4, 0.1], [-0.1, -0.1, -0.2], [0.2, -0.4, 0.5], [-0.4, -0.2, -0.2], [0.5, -0.3, -0.1], [0.8, 0.0, -0.4], [1.1, -0.7, 0.0], [-2.1, 1.0, 1.6], [1.7, -0.2, -1.0], [0.1, -0.8, 1.4], [0.8, 0.3, 0.8], [0.0, 0.1, -2.2], [-0.5, 0.1, 0.1], [0.6, -1.5, 0.0], [0.5, 1.6, -0.7], [-1.8, -0.7, -0.1], [0.4, 1.5, 0.5], [0.4, -1.8, 1.0], [0.8, -0.2, -0.4], [-0.3, -0.2, -0.3], [-0.1, 0.2, 0.3], [-0.3, -0.1, -0.2], [-0.2, 0.3, 0.2], [-0.6, 0.1, -0.5], [0.2, -0.2, 0.1], [-0.2, 0.1, -0.2], [0.1, 0.1, 0.3], [0.0, 0.6, -0.1], [-0.7, -0.1, -0.2], [-0.3, 0.3, -0.1], [0.2, 0.3, -0.1], [-0.4, 0.5, 0.3], [0.3, -0.6, 0.0], [0.6, -0.9, 1.5], [-0.4, -0.4, 0.2], [-0.9, 1.4, -0.6], [0.0, -0.3, 0.3], [-2.1, -1.4, -3.5], [0.3, 1.4, 0.1], [0.9, 0.9, 0.1], [2.1, -0.1, 2.6], [-0.1, 0.1, -1.2], [0.0, -1.0, 1.4], [0.5, 1.5, -0.5], [0.9, -1.2, 2.4], [-3.0, 0.6, -2.0], [0.7, 0.7, 0.6], [0.4, -0.1, -0.4], [0.5, 0.1, 0.0], [-0.1, -0.2, 0.1], [-0.1, 0.0, 0.2], [0.0, 0.3, -0.2], [0.0, 0.0, 0.1], [-0.3, -0.4, 0.5], [0.3, -0.1, 0.1], [0.0, 0.1, -0.2], [0.0, -0.2, -0.3], [0.1, 0.0, -0.3], [-0.3, -0.4, -0.5], [-0.2, -0.4, 0.0], [0.3, 0.1, -0.2], [-1.2, 0.8, -0.3], [0.1, -0.3, -1.4], [-1.5, 0.1, 0.7], [0.3, -0.9, 2.0], [1.3, -0.7, -1.1], [-0.2, -0.8, -0.4], [1.4, 1.5, 0.7], [1.6, 0.2, 2.0], [-0.5, 0.1, -2.3], [-1.6, 1.0, -0.4], [0.0, 0.2, 1.4], [0.4, -0.9, -0.9], [-0.8, -2.3, 0.0], [0.7, 1.5, -0.3], [0.4, 2.7, -1.3], [0.9, 0.2, 0.4], [-0.1, -0.2, -1.2], [-2.0, -1.3, 0.7], [0.1, -0.6, 1.8], [1.7, -1.4, 0.1], [-1.3, 0.6, 0.0]],
  "lowdin_spin": [0.000, 0.000, 0.000, 0.000, 0.000, 0.000, 0.000, 0.000, 0.000, 0.000, 0.000, 0.000, 0.000, 0.000, 0.000, 0.000, 0.000, 0.000, 0.000, 0.000, 0.000, 0.000, 0.000, 0.000, 0.000, 0.000, 0.000, 0.000, 0.000, 0.000, 0.000, 0.000, 0.000, 0.000, 0.000, 0.001, 0.000, 0.000, 0.000, 0.000, 0.000, 0.000, 0.000, 0.000, 0.000, 0.000, 0.000, 0.000, 0.001, 0.000, 0.000, 0.000, 0.000, 0.000, 0.000, 0.000, 0.000, 0.000, 0.000, 0.000, 0.000, 0.000, 0.000, 0.000, 0.000, 0.000, 0.000, 0.000, 0.000, 0.000, 0.000, 0.000, 0.000, 0.000, 0.000, 0.000, 0.000, 0.000, 0.000, 0.000, 0.000, 0.000, 0.006, 0.075, 0.030, 0.037, 0.072, 0.041, 0.023, 0.175, 0.031, 0.097, 0.172, 0.127, 0.046, 0.014, 0.002, 0.001, 0.003, 0.002, 0.001, 0.001, 0.001, 0.000, 0.010, 0.007, 0.000, 0.005, 0.003, 0.003, 0.000, 0.000, 0.000, 0.000, 0.000, 0.000, 0.000, 0.000, 0.006, 0.000, 0.000, 0.000, 0.000, 0.001, 0.000, 0.000, 0.000, 0.000, 0.000, 0.000, 0.000],
  "gap_ha": [0.093, 0.243],
  "spin_multiplicity": 2,
  "s_squared": 0.7685,
  "energy_ev": -291913.993,
  "charge": 4
}